{"formula": "C6H20N4", "method": "wB97M-V/def2-TZVPD", "elements": ["C", "N", "C", "C", "C", "N", "N", "H", "H", "H", "H", "H", "H", "H", "H", "H", "H", "H", "H", "H", "C", "N", "C", "H", "H", "H", "H", "H", "H", "H"], "xyz": [[0.980, -0.934, -1.762], [0.665, -0.632, -0.382], [0.887, -1.803, 0.443], [1.344, 0.728, 0.212], [2.829, 0.504, 0.484], [0.642, 1.107, 1.381], [1.193, 1.787, -0.732], [2.046, -1.157, -1.927], [0.693, -0.103, -2.407], [0.404, -1.807, -2.081], [0.189, -2.594, 0.151], [0.697, -1.563, 1.490], [1.908, -2.205, 0.359], [2.973, -0.232, 1.270], [3.337, 0.165, -0.416], [3.261, 1.451, 0.801], [0.843, 0.493, 2.159], [-0.413, 1.083, 1.186], [0.219, 1.997, -0.905], [1.679, 1.614, -1.601], [-2.777, 1.034, -0.650], [-1.954, 0.375, 0.346], [-2.720, -0.528, 1.185], [-3.302, 0.328, -1.312], [-3.529, 1.651, -0.153], [-2.152, 1.678, -1.268], [-1.183, -0.157, -0.120], [-2.050, -0.998, 1.905], [-3.230, -1.320, 0.613], [-3.481, 0.037, 1.731]], "mulliken_charge": [-1.145, 0.274, -1.206, 0.540, -1.538, -0.710, -0.662, 0.330, 0.320, 0.351, 0.331, 0.341, 0.358, 0.328, 0.307, 0.440, 0.327, 0.535, 0.243, 0.289, -1.044, -0.162, -1.024, 0.323, 0.340, 0.280, 0.263, 0.291, 0.315, 0.364], "gap_ev": 9.3, "lumo_ev": 0.85, "smiles": "CN(C)C(C)(N)N.CNC", "total_energy_ev": -12506.15390, "de_lowest_ev": 0.000}



{"formula": "C6H20O7", "method": "wB97M-V/def2-TZVPD", "elements": ["O", "C", "C", "O", "H", "H", "H", "H", "H", "H", "O", "C", "C", "O", "H", "H", "H", "H", "H", "H", "O", "C", "C", "O", "H", "H", "H", "H", "H", "H", "O", "H", "H"], "xyz": [[-0.772, 0.684, 0.294], [-0.825, 1.980, 0.877], [0.347, 2.340, 1.817], [0.389, 1.615, 2.992], [-0.564, 0.057, 1.029], [-0.958, 2.757, 0.058], [-1.773, 2.041, 1.414], [0.210, 3.421, 2.049], [1.309, 2.317, 1.268], [1.114, 0.939, 2.943], [-2.263, -0.610, -4.161], [-1.362, 0.555, -4.049], [0.086, 0.031, -4.009], [0.127, -0.738, -2.844], [-1.969, -1.020, -4.989], [-1.495, 1.290, -4.864], [-1.610, 0.878, -3.029], [0.779, 0.896, -3.680], [0.446, -0.464, -4.957], [-0.579, -1.391, -2.862], [-0.990, -1.342, 2.168], [-0.186, -1.845, 3.216], [1.282, -1.875, 2.669], [1.790, -0.621, 2.282], [-1.765, -1.837, 2.065], [-0.167, -1.179, 4.158], [-0.465, -2.838, 3.417], [1.329, -2.559, 1.846], [1.937, -2.393, 3.435], [1.873, -0.521, 1.316], [1.866, -0.199, -0.382], [1.056, 0.314, -0.253], [1.802, -0.681, -1.234]], "mulliken_charge": [-0.534, -0.420, -0.428, -0.537, 0.295, 0.321, 0.345, 0.351, 0.271, 0.390, -0.531, -0.365, -0.310, -0.425, 0.307, 0.303, 0.219, 0.255, 0.251, 0.305, -0.450, -0.351, -0.574, -0.517, 0.236, 0.210, 0.478, 0.319, 0.296, 0.396, -0.711, 0.339, 0.266], "gap_ev": 10.0, "lumo_ev": 0.60, "smiles": "OCCO.OCCO.OCCO.O", "total_energy_ev": -20877.11381, "de_lowest_ev": 2.375}



{"formula": "C6H20Si3", "method": "wB97M-V/def2-TZVPD", "elements": ["C", "Si", "C", "Si", "C", "Si", "C", "C", "C", "H", "H", "H", "H", "H", "H", "H", "H", "H", "H", "H", "H", "H", "H", "H", "H", "H", "H", "H", "H"], "xyz": [[1.446, -2.667, 0.073], [0.650, -1.609, 1.519], [-0.490, -2.748, 2.514], [-0.868, -0.062, 0.754], [-1.941, -0.989, -0.485], [0.103, 1.665, -0.551], [-1.015, 3.154, -1.070], [1.421, 2.552, 0.335], [0.788, 1.119, -2.213], [0.520, -2.962, -0.507], [2.107, -2.336, -0.712], [1.742, -3.636, 0.468], [1.693, -1.036, 2.200], [-1.304, -3.160, 1.823], [0.240, -3.483, 2.897], [-0.891, -2.339, 3.339], [-2.098, 0.519, 1.550], [-1.315, -1.278, -1.414], [-2.451, -1.914, -0.018], [-2.589, -0.379, -0.983], [-1.173, 3.939, -0.323], [-0.740, 3.608, -2.033], [-1.855, 2.495, -1.236], [2.082, 1.894, 1.051], [2.118, 3.045, -0.394], [1.087, 3.406, 1.011], [1.379, 0.223, -1.940], [0.058, 1.014, -2.977], [1.295, 1.968, -2.680]], "mulliken_charge": [-1.147, 0.509, -1.047, 0.421, -1.267, 0.412, -1.151, -1.023, -1.123, 0.262, 0.400, 0.394, -0.235, 0.234, 0.314, 0.406, -0.177, 0.281, 0.249, 0.540, 0.330, 0.337, 0.261, 0.230, 0.310, 0.303, 0.186, 0.383, 0.411], "gap_ev": 9.7, "lumo_ev": 0.76, "smiles": "C[SiH](C)[Si@H](C)[Si](C)(C)C", "total_energy_ev": -30178.13303, "de_lowest_ev": 0.000}



{"formula": "C6H21IrN5O5S", "method": "wB97M-V/def2-TZVPD", "elements": ["O", "H", "Ir", "N", "N", "O", "O", "C", "C", "C", "C", "H", "H", "H", "H", "H", "H", "H", "H", "O", "H", "H", "C", "H", "H", "H", "O", "H", "H", "N", "N", "C", "N", "S", "H", "H", "H", "H", "H"], "xyz": [[3.098, 1.767, -1.998], [4.051, 1.899, -1.940], [0.438, -0.225, -0.091], [-1.360, -0.525, -0.909], [0.766, -0.469, -2.002], [-2.626, -0.678, -0.294], [2.021, -0.504, -2.586], [-1.464, -0.834, -2.199], [-0.214, -0.893, -2.833], [-2.804, -1.268, -2.631], [0.085, -1.373, -4.203], [-3.596, -0.553, -2.374], [-3.055, -2.242, -2.182], [-2.799, -1.387, -3.718], [1.045, -1.897, -4.272], [0.099, -0.532, -4.910], [-0.704, -2.059, -4.530], [-2.562, -0.290, 0.606], [2.486, 0.363, -2.281], [0.106, -3.327, 1.062], [-0.231, -4.005, 0.446], [1.045, -3.243, 0.822], [2.416, 2.815, -1.270], [2.508, 2.660, -0.186], [1.358, 2.747, -1.546], [2.854, 3.786, -1.565], [-1.295, 4.023, -0.127], [-1.779, 3.553, -0.829], [-0.723, 3.326, 0.239], [-0.402, -0.128, 1.907], [0.364, 0.633, 2.823], [1.654, 0.785, 2.537], [2.459, 1.433, 3.407], [2.213, 0.181, 1.037], [-0.537, -1.078, 2.262], [-1.314, 0.323, 1.880], [0.004, 0.788, 3.763], [3.425, 1.602, 3.170], [2.129, 1.759, 4.308]], "mulliken_charge": [-0.509, 0.286, 0.623, 0.127, 0.106, -0.436, -0.557, 0.321, 0.223, -1.312, -1.195, 0.353, 0.300, 0.402, 0.374, 0.275, 0.367, 0.305, 0.461, -0.606, 0.309, 0.315, -0.472, 0.160, 0.212, 0.358, -0.613, 0.329, 0.273, -0.642, -0.285, 0.725, -0.423, -0.494, 0.360, 0.310, 0.254, 0.220, 0.195], "gap_ev": [5.2, 6.8], "lumo_ev": [-2.90, -5.00], "s2": 6.0205, "total_charge": 1, "total_energy_ev": -37911.14398, "de_lowest_ev": 0.058, "multiplicity": 5}



{"formula": "C6H21NO6", "method": "wB97M-V/def2-TZVPD", "elements": ["C", "C", "C", "N", "C", "C", "C", "H", "H", "H", "H", "H", "H", "H", "H", "H", "O", "H", "H", "O", "H", "H", "O", "H", "H", "O", "H", "H", "O", "H", "H", "O", "H", "H"], "xyz": [[1.602, 1.286, -1.326], [1.387, 0.870, 0.066], [2.304, 1.069, 1.096], [1.915, 0.409, 2.284], [0.798, -0.263, 1.887], [0.381, -0.016, 0.605], [-0.874, -0.380, -0.049], [1.327, 0.465, -1.981], [2.665, 1.563, -1.407], [0.991, 2.191, -1.609], [3.168, 1.702, 1.201], [2.293, 0.379, 3.200], [0.388, -0.895, 2.733], [-1.775, -0.343, 0.661], [-0.956, 0.115, -1.027], [-1.055, -1.489, -0.289], [-2.235, 1.154, -2.647], [-2.062, 1.697, -1.836], [-3.187, 1.227, -2.684], [-0.844, -1.519, -3.019], [-0.107, -0.915, -2.877], [-1.628, -1.114, -3.429], [1.201, -2.797, 1.618], [0.424, -2.772, 1.085], [2.027, -3.127, 1.298], [-2.379, 1.992, -0.151], [-1.615, 2.040, 0.483], [-2.807, 2.857, -0.280], [-1.145, 2.391, 2.212], [-0.427, 1.751, 2.329], [-1.646, 2.404, 3.041], [0.103, -3.608, -1.130], [0.165, -2.922, -1.815], [-0.840, -3.799, -1.214]], "mulliken_charge": [-0.987, 1.202, -1.298, 0.139, -1.505, 1.651, -0.928, 0.129, 0.408, 0.215, 0.410, 0.162, 0.279, 0.313, -0.236, 0.175, -0.613, 0.345, 0.289, -0.660, 0.265, 0.278, -0.607, 0.335, 0.269, -0.705, 0.346, 0.319, -0.691, 0.382, 0.309, -0.638, 0.340, 0.310], "gap_ev": 8.2, "lumo_ev": 0.50, "smiles": "Cc1c[nH]cc1C.O.O.O.O.O.O", "total_energy_ev": -20336.58694, "de_lowest_ev": 2.365}



{"formula": "C6H21NO6P2STa", "method": "wB97M-V/def2-TZVPD", "elements": ["C", "C", "C", "N", "Ta", "C", "C", "C", "S", "O", "O", "O", "P", "P", "O", "O", "O", "H", "H", "H", "H", "H", "H", "H", "H", "H", "H", "H", "H", "H", "H", "H", "H", "H", "H", "H", "H", "H"], "xyz": [[4.051, -0.783, -0.841], [3.038, -0.260, -1.838], [1.821, 0.427, -1.229], [0.693, -0.495, -0.946], [0.503, -0.974, 1.135], [0.101, 1.214, 1.752], [-1.357, 1.609, 2.064], [-2.230, 1.953, 0.884], [-1.602, 3.240, -0.161], [-2.711, 3.805, -0.859], [-0.827, 4.164, 0.566], [-0.730, 2.509, -1.256], [-2.008, -1.632, 0.985], [-2.456, -2.568, -0.901], [-3.207, -1.702, -1.783], [-1.173, -3.099, -1.649], [-3.332, -3.880, -0.544], [4.137, -0.105, -0.004], [3.758, -1.742, -0.437], [5.038, -0.878, -1.284], [3.545, 0.511, -2.413], [2.732, -1.023, -2.543], [2.153, 0.993, -0.359], [1.489, 1.154, -1.960], [-0.148, 0.011, -1.218], [0.891, -2.775, 0.776], [0.403, -1.492, 2.930], [2.321, -0.798, 1.402], [0.557, 1.904, 1.052], [0.647, 1.362, 2.679], [-1.816, 0.830, 2.661], [-1.338, 2.499, 2.687], [-3.160, 2.373, 1.235], [-2.484, 1.110, 0.250], [-1.108, 2.808, -2.104], [-2.181, -2.693, 1.901], [-0.606, -3.629, -1.058], [-3.404, -3.947, 0.427]], "mulliken_charge": [-1.235, -0.463, -0.358, -0.717, 0.681, -1.219, -0.720, -0.312, 1.144, -0.707, -0.598, -0.371, -0.407, 0.943, -0.663, -0.472, -0.491, 0.304, 0.259, 0.383, 0.337, 0.348, 0.234, 0.254, 0.242, -0.130, -0.090, -0.124, 0.446, 0.345, 0.405, 0.426, 0.415, 0.027, 0.309, -0.046, 0.321, 0.298], "gap_ev": 7.5, "lumo_ev": 2.44, "total_charge": -1, "total_energy_ev": -51301.69348, "de_lowest_ev": 0.000}